# 1
Density functional theory data (ωB97M-V with the def2-TZVPD basis set) for 2 unconnected molecules or ions with the total composition C3H9NO2 in a non-equilibrium geometry.

Geometry (Å):
C -1.478 -0.727 -1.386
N -0.988 -0.582 0.015
C -1.261 0.789 0.502
C -0.652 1.012 1.871
O -0.068 2.057 2.299
H -1.192 0.053 -2.106
H -2.560 -0.784 -1.304
H -0.979 -1.620 -1.769
H 0.031 -0.606 -0.028
H -0.804 1.570 -0.126
H -2.339 0.977 0.565
H -1.077 0.309 2.625
H 3.261 -2.614 -2.105
H 4.544 -1.862 -2.385
O 3.608 -1.729 -2.269

## Properties
net charge = -1
spin multiplicity = 2
HOMO-LUMO gap (alpha / beta) = 2.4 / 6.0 eV
relative energy (zero: lowest compared OMol25 entry of this formula, charge and spin) = 141.7 kJ/mol
max |F| = 1.7 eV Å⁻¹
HOMO energy (alpha / beta) = 0.62 / -3.13 eV
lowest unoccupied orbital energy (alpha / beta) = 0.1116 / 0.1067 Eh
⟨S²⟩ = 0.753

Here are the Löwdin charges for atoms 1 to 6, given in e: C -0.20; N -0.14; C -0.33; C -0.49; O -0.24; H 0.05



# 2
Density functional theory data (ωB97M-V with the def2-TZVPD basis set) for a single C16H23NO3S molecule.

Geometry (Å):
C 0.389 2.636 3.177
H -0.407 2.242 3.807
H 1.338 2.594 3.722
H 0.162 3.674 2.917
O 0.413 1.810 2.034
C 1.268 2.120 1.031
C 1.182 1.338 -0.119
C 2.018 1.543 -1.192
C 2.979 2.548 -1.164
C 3.059 3.334 -0.023
C 2.223 3.133 1.063
H 2.326 3.768 1.929
H 3.793 4.126 0.026
C 3.877 2.789 -2.339
H 4.834 3.194 -2.019
H 3.417 3.506 -3.018
H 4.046 1.866 -2.888
H 1.898 0.900 -2.051
S -0.070 0.061 -0.195
O -1.351 0.670 0.013
O 0.148 -0.683 -1.405
N 0.353 -0.876 1.117
H -0.261 -0.688 1.892
C 0.674 -2.271 0.927
C -0.524 -3.206 1.158
C -1.662 -2.840 0.245
C -2.638 -2.038 0.649
C -3.744 -1.544 -0.228
C -3.426 -1.786 -1.700
C -2.919 -3.211 -1.885
C -1.585 -3.363 -1.161
H -1.276 -4.413 -1.149
H -0.820 -2.794 -1.696
H -2.793 -3.438 -2.946
H -3.648 -3.913 -1.472
H -2.644 -1.089 -2.007
H -4.313 -1.606 -2.312
H -3.874 -0.476 -0.047
H -4.679 -2.046 0.048
H -2.668 -1.692 1.675
H -0.837 -3.120 2.202
H -0.199 -4.233 0.979
H 1.492 -2.534 1.609
H 1.028 -2.357 -0.101

## Properties
HOMO-LUMO gap = 9.3 eV
SMILES = COc1ccc(C)cc1S(=O)(=O)NCCC1=CCCCC1
relative energy (zero: lowest compared OMol25 entry of this formula, charge and spin) = 218.3 kJ/mol
max |F| = 0.8 eV Å⁻¹
HOMO energy = -8.60 eV
lowest unoccupied orbital energy = 0.0240 Eh

Here are the Löwdin charges for atoms 1 to 6, given in e: C -0.06; H 0.10; H 0.10; H 0.10; O -0.10; C -0.27



# 3
Density functional theory data (ωB97M-V with the def2-TZVPD basis set) for a molecular structure, C15H15F2MnN3O4S in a non-equilibrium geometry.

Geometry (Å):
C 3.482 0.876 0.957
C 3.424 0.823 -0.676
O 4.076 -0.119 -1.197
O 2.627 1.776 -1.462
C 1.202 1.505 -1.076
C 0.217 1.452 -2.346
C -1.362 1.481 -1.920
C -1.553 1.021 -0.384
C -1.257 -0.449 0.004
C -0.803 -1.596 -1.041
O -1.708 -2.082 -1.757
N 0.623 -2.000 -1.020
C 1.218 -2.099 -2.359
O 2.466 -2.284 -2.409
F 0.516 -2.053 -3.586
C -1.415 -0.832 1.543
C -1.112 -2.278 2.149
C -1.841 -3.496 1.404
F 0.331 -2.496 2.151
C -1.886 0.260 2.578
C -2.220 1.742 2.194
N -2.689 2.819 3.043
S -2.871 4.144 1.945
N -2.364 3.498 0.426
C -2.033 2.097 0.654
H 4.316 0.189 1.343
H 2.490 0.403 1.313
H 3.545 1.960 1.347
H 0.909 2.315 -0.309
H 1.214 0.445 -0.613
H 0.383 0.510 -2.992
H 0.453 2.371 -2.999
H -1.734 2.572 -2.019
H -2.003 0.820 -2.596
H 0.741 -2.872 -0.469
H -1.425 -2.293 3.263
H -1.783 -4.439 2.075
H -2.902 -3.264 1.051
H -1.236 -3.777 0.456
H -2.006 -0.023 3.691
Mn 3.967 3.373 -0.355

## Properties
net charge = +2
spin multiplicity = 6
HOMO-LUMO gap (alpha / beta) = 2.6 / 2.1 eV
max |F| = 6.3 eV Å⁻¹
HOMO energy (alpha / beta) = -14.17 / -13.80 eV
lowest unoccupied orbital energy (alpha / beta) = -0.4268 / -0.4290 Eh
⟨S²⟩ = 8.784

Here are the Löwdin charges for atoms 1 to 6, given in e: C 0.03; C -0.45; O 0.16; O -0.18; C -0.15; C -0.11



# 4
Density functional theory data (ωB97M-V with the def2-TZVPD basis set) for a single CH4BNO2 molecule in a non-equilibrium geometry.

Geometry (Å):
B 0.364 -0.343 -0.356
C 0.232 1.060 0.547
N -0.659 -1.400 -0.302
O -1.178 -2.374 0.096
O -0.790 -0.725 -1.404
H 1.458 -0.583 -0.847
H 0.878 1.061 1.476
H -0.810 1.323 0.878
H 0.506 1.981 -0.088

## Properties
HOMO-LUMO gap = 10.4 eV
relative energy (zero: lowest compared OMol25 entry of this formula, charge and spin) = 115.9 kJ/mol
max |F| = 3.6 eV Å⁻¹
HOMO energy = -11.20 eV
lowest unoccupied orbital energy = -0.0278 Eh

Here are the Löwdin charges for atoms 1 to 6, given in e: B -0.37; C -0.07; N -0.17; O 0.20; O 0.15; H 0.10



Question: Which value of max |F| does entry 2 give?
Answer: 0.8 eV Å⁻¹



Question: max |F| of number 1 (C3H9NO2)?
Answer: 1.7 eV Å⁻¹



Question: Which value of max |F| does entry 4 give?
Answer: 3.6 eV Å⁻¹



Question: Among the records above, which one has the lowest max |F|?
Answer: C16H23NO3S